# 1
DFT (ωB97M-V/def2-TZVPD) results for a cluster of 3 separate species, C34H27BrN3O5 in total in a non-equilibrium geometry.

Geometry as XYZ:
```
70
Properties=species:S:1:pos:R:3:lowdin_charge:R:1
N 1.887 -1.614 1.797 0.124
C 1.106 -2.741 1.728 -0.177
N 0.503 -3.451 2.934 0.065
C -0.973 -3.014 2.937 -0.182
C -1.497 -2.449 1.490 -0.277
C -3.167 -2.513 1.415 -0.097
C -3.718 -0.941 1.551 -0.092
O -3.626 -0.272 2.723 -0.086
C -0.804 -3.439 0.337 -0.565
Br -1.185 -5.406 0.720 0.669
N 0.736 -3.339 0.355 0.061
H 2.903 -1.572 2.040 0.152
H 1.386 -0.685 1.662 0.163
H 0.898 -2.936 3.777 0.146
H -1.647 -3.946 3.249 0.128
H -1.116 -2.214 3.792 0.156
H -1.242 -1.299 1.299 0.157
H -3.561 -2.948 0.401 0.129
H -3.555 -3.064 2.371 0.134
H -4.159 -0.325 0.644 0.149
H -1.265 -3.234 -0.719 0.132
H 0.918 -2.538 -0.321 0.149
C 6.981 -1.522 -6.573 -0.047
C 5.660 -1.124 -6.776 -0.050
C 4.651 -1.595 -5.935 0.007
C 4.962 -2.478 -4.894 -0.090
C 6.279 -2.896 -4.706 -0.086
C 7.293 -2.408 -5.540 0.013
C 6.610 -3.865 -3.642 -0.276
O 7.768 -4.230 -3.474 0.108
C 5.527 -4.395 -2.790 -0.080
C 5.819 -5.359 -1.816 0.015
C 4.802 -5.855 -0.997 -0.054
C 3.497 -5.386 -1.142 -0.073
C 3.203 -4.431 -2.116 -0.017
C 4.218 -3.942 -2.948 -0.087
C 3.890 -2.958 -3.998 -0.281
O 2.743 -2.548 -4.130 0.084
H 7.769 -1.148 -7.222 0.113
H 5.416 -0.444 -7.589 0.112
H 3.623 -1.276 -6.097 0.122
H 8.325 -2.719 -5.390 0.125
H 6.836 -5.728 -1.694 0.126
H 5.030 -6.607 -0.244 0.111
H 2.706 -5.767 -0.499 0.097
H 2.181 -4.072 -2.226 0.102
C -2.424 2.555 3.077 -0.074
C -1.677 3.493 3.789 -0.061
C -2.076 4.830 3.814 0.008
C -3.220 5.234 3.115 -0.082
C -3.953 4.301 2.383 -0.079
C -3.561 2.956 2.374 0.003
C -5.133 4.724 1.602 -0.278
O -5.780 3.905 0.962 0.094
C -5.516 6.150 1.596 -0.088
C -6.598 6.575 0.813 0.008
C -6.976 7.919 0.812 -0.052
C -6.282 8.839 1.598 -0.051
C -5.201 8.420 2.374 0.010
C -4.811 7.074 2.366 -0.087
C -3.644 6.647 3.162 -0.276
O -3.031 7.456 3.849 0.102
H -2.119 1.511 3.065 0.074
H -0.784 3.183 4.327 0.103
H -1.490 5.556 4.377 0.124
H -4.136 2.219 1.816 0.104
H -7.147 5.862 0.199 0.122
H -7.812 8.248 0.200 0.110
H -6.581 9.885 1.603 0.111
H -4.661 9.145 2.982 0.124
```

Calculated values
- charge = +1
- highest occupied orbital energy (eV) = -11.13
- LUMO level (eV) = -5.9
- Kohn-Sham gap (eV) = 5.2

---

# 2
DFT (ωB97M-V/def2-TZVPD) results for a structure of composition C34H27F2N7OSSn in a non-equilibrium geometry.

Geometry as XYZ:
```
73
Properties=species:S:1:pos:R:3:lowdin_charge:R:1
Sn 0.451 -0.458 -0.549 1.396
C -0.528 3.612 1.124 0.000
C -0.216 2.478 0.246 -0.252
N 0.442 1.402 0.706 -0.065
N 1.007 1.338 1.908 0.083
C 1.872 0.305 1.978 -0.386
O 2.068 -0.568 1.018 -0.180
C 2.636 0.149 3.218 -0.176
C 2.322 0.951 4.337 -0.032
C 2.954 0.731 5.559 -0.060
C 4.044 -0.162 5.606 -0.068
C 4.353 -0.941 4.529 -0.061
C 3.625 -0.819 3.324 0.001
C -0.577 2.483 -1.126 -0.218
C -1.312 3.471 -1.794 0.030
C -1.455 3.465 -3.189 -0.001
C -0.883 2.418 -3.923 0.003
C -0.244 1.373 -3.213 -0.080
N -0.113 1.436 -1.891 0.016
H 0.093 3.591 2.027 0.090
H -1.624 3.598 1.388 0.117
H -0.266 4.528 0.594 0.100
H 1.529 1.721 4.194 0.115
H 2.653 1.294 6.465 0.120
H 4.556 -0.303 6.590 0.132
H 5.117 -1.693 4.571 0.109
H 3.840 -1.524 2.494 0.133
H -1.795 4.259 -1.216 0.128
H -1.963 4.269 -3.691 0.123
H -0.965 2.417 -5.019 0.129
H 0.185 0.549 -3.752 0.114
F 5.270 0.730 -2.608 0.086
C 4.165 -0.051 -2.766 -0.222
C 3.261 -0.128 -1.749 -0.047
C 2.128 -0.831 -1.987 -0.188
C 1.887 -1.600 -3.134 -0.131
C 2.914 -1.573 -4.078 -0.191
F 2.859 -2.386 -5.168 0.079
C 4.034 -0.793 -3.944 0.107
C 0.656 -2.415 -3.276 -0.234
C 0.221 -3.002 -4.446 0.023
C -0.978 -3.729 -4.474 -0.019
C -1.684 -3.909 -3.308 -0.029
C -1.168 -3.288 -2.147 -0.127
N -0.062 -2.541 -2.156 0.030
H 3.433 0.394 -0.803 0.128
H 4.849 -0.818 -4.679 0.158
H 0.811 -2.894 -5.336 0.115
H -1.300 -4.172 -5.412 0.126
H -2.608 -4.508 -3.245 0.128
H -1.702 -3.376 -1.206 0.077
C -0.764 -1.953 4.397 -0.002
N -1.416 -0.939 3.571 -0.076
C -2.082 0.208 3.994 -0.007
C -2.606 0.863 2.951 0.004
N -2.364 0.031 1.797 0.020
C -1.554 -1.024 2.189 -0.671
S -0.868 -2.162 1.203 0.808
C -3.019 0.225 0.543 -0.260
C -4.193 0.977 0.522 0.026
C -4.904 1.077 -0.694 0.004
C -4.301 0.505 -1.823 -0.034
C -3.137 -0.230 -1.715 -0.131
N -2.541 -0.399 -0.547 0.064
H -0.404 -1.570 5.344 0.103
H 0.049 -2.404 3.794 0.083
H -1.444 -2.788 4.615 0.110
H -2.084 0.455 5.025 0.136
H -3.223 1.730 2.939 0.116
H -4.589 1.391 1.453 0.115
H -5.832 1.639 -0.789 0.128
H -4.816 0.599 -2.775 0.120
H -2.703 -0.710 -2.585 0.115
```

Calculated values
- charge = +2
- highest occupied orbital energy (eV) = -13.48
- energy above the lowest of the compared OMol25 structures with the same formula, charge and spin (kcal per mole) = 20.0
- LUMO level (eV) = -7.4
- Kohn-Sham gap (eV) = 6.0

---

# 3
DFT (ωB97M-V/def2-TZVPD) results for a structure of composition C34H27FN6NaO5S2 in a non-equilibrium geometry.

Geometry as XYZ:
```
76
Properties=species:S:1:pos:R:3:lowdin_charge:R:1
Na 0.391 -1.041 1.163 0.270
O 2.896 -3.231 3.703 0.009
C 1.932 -2.904 3.002 -0.476
N 1.260 -1.772 3.038 0.125
C 0.990 -0.975 4.064 -0.461
O 0.640 -1.300 5.196 0.044
C 1.074 0.491 3.711 -0.180
C 0.733 1.452 4.664 0.001
C 0.952 2.786 4.377 -0.075
C 1.498 3.123 3.146 -0.066
C 1.780 2.094 2.259 -0.142
N 1.577 0.821 2.531 0.109
C 1.517 -3.814 1.879 -0.167
C 1.545 -5.189 2.102 -0.004
C 1.153 -6.038 1.088 -0.073
C 0.773 -5.483 -0.125 -0.061
C 0.795 -4.103 -0.254 -0.117
N 1.156 -3.285 0.717 0.132
H 0.330 1.126 5.610 0.111
H 0.718 3.555 5.103 0.098
H 1.710 4.153 2.890 0.094
H 2.213 2.290 1.289 0.109
H 1.867 -5.556 3.064 0.113
H 1.132 -7.110 1.239 0.099
H 0.461 -6.104 -0.951 0.095
H 0.500 -3.632 -1.183 0.100
C -6.090 1.520 -1.316 -0.049
C -4.990 2.094 -2.210 -0.318
C -5.162 3.608 -2.327 -0.151
C -4.091 4.186 -3.240 -0.139
C -2.744 3.821 -2.689 -0.147
C -1.654 4.632 -2.919 0.036
C -0.412 4.297 -2.395 -0.259
F 0.637 5.117 -2.649 0.045
C -0.242 3.174 -1.633 0.069
C -1.337 2.347 -1.379 -0.044
C -1.110 1.145 -0.557 -0.323
O -0.041 0.949 0.007 0.052
C -2.228 0.238 -0.544 -0.023
C -3.403 0.580 -1.104 0.030
N -3.655 1.791 -1.701 0.003
C -2.603 2.647 -1.920 -0.084
C -1.922 -1.159 0.049 -0.680
O -1.916 -2.077 -0.778 -0.008
O -1.664 -1.180 1.252 -0.004
H -7.038 1.976 -1.587 0.077
H -5.886 1.738 -0.272 0.096
H -6.195 0.447 -1.437 0.072
H -5.089 1.656 -3.216 0.155
H -5.077 4.058 -1.336 0.134
H -6.156 3.823 -2.720 0.116
H -4.187 5.272 -3.309 0.117
H -4.207 3.779 -4.251 0.125
H -1.755 5.526 -3.514 0.123
H 0.710 2.890 -1.212 0.131
H -4.220 -0.122 -1.101 0.133
C 4.404 -0.621 3.091 -0.073
C 4.506 -1.191 1.740 -0.607
N 3.679 -1.063 0.781 0.123
C 4.036 -1.756 -0.334 -0.337
C 5.220 -2.433 -0.221 -0.368
S 5.889 -2.221 1.342 1.023
C 3.203 -1.769 -1.516 -0.335
C 3.554 -2.365 -2.698 -0.370
S 2.282 -2.238 -3.841 1.008
C 1.337 -1.373 -2.617 -0.616
N 1.961 -1.213 -1.519 0.119
C -0.039 -0.948 -2.928 -0.064
H 3.774 0.262 3.066 0.063
H 5.391 -0.397 3.494 0.073
H 3.925 -1.368 3.731 0.069
H 5.722 -3.035 -0.950 0.056
H 4.462 -2.869 -2.956 0.057
H -0.329 -1.289 -3.920 0.072
H -0.116 0.137 -2.874 0.080
H -0.725 -1.375 -2.186 0.057
```

Calculated values
- charge = -1
- highest occupied orbital energy (eV) = -5.35
- LUMO level (eV) = 2.0
- Kohn-Sham gap (eV) = 7.4

---

# 4
DFT (ωB97M-V/def2-TZVPD) results for a cluster of 2 separate species, C34H28BF3O4S in total in a non-equilibrium geometry.

Geometry as XYZ:
```
71
Properties=species:S:1:pos:R:3:lowdin_charge:R:1
C 4.860 3.524 -3.036 -0.061
O 4.846 2.176 -2.500 -0.101
C 3.670 1.720 -1.971 -0.277
C 3.435 0.325 -1.960 0.016
C 2.265 -0.194 -1.427 -0.007
C 1.356 0.614 -0.730 -0.145
C 0.174 0.025 0.105 -0.208
C -1.171 0.442 -0.542 -0.151
C -2.041 -0.445 -1.199 0.053
C -3.251 0.050 -1.712 -0.131
C -3.513 1.444 -1.686 -0.233
O -4.723 1.826 -2.166 -0.018
C -5.400 0.584 -2.598 -0.114
C -4.498 -0.602 -2.222 -0.101
C -2.617 2.342 -1.109 0.032
C -1.503 1.802 -0.517 -0.063
C 1.548 1.992 -0.854 -0.043
C 2.691 2.562 -1.408 -0.005
H 5.860 3.614 -3.458 0.089
H 4.097 3.631 -3.823 0.101
H 4.699 4.283 -2.256 0.081
H 4.199 -0.321 -2.390 0.122
H 2.016 -1.240 -1.603 0.074
H 0.254 -1.079 0.017 0.136
H -1.774 -1.500 -1.326 0.103
H -6.377 0.558 -2.102 0.119
H -5.557 0.654 -3.682 0.121
H -4.298 -1.243 -3.085 0.123
H -4.993 -1.195 -1.441 0.120
H -2.813 3.409 -1.081 0.117
H -0.862 2.522 -0.011 0.075
H 0.761 2.683 -0.590 0.087
H 2.831 3.646 -1.379 0.105
C 0.008 -2.340 4.645 -0.074
C 0.276 -1.424 3.526 -0.532
C 1.526 -0.857 3.223 -0.071
C 1.532 0.038 2.188 0.007
C 0.219 0.299 1.544 -0.475
B 0.544 -3.464 -2.107 -0.340
C -0.323 1.670 2.024 -0.203
C -1.626 1.917 2.471 -0.041
C -2.161 3.204 2.352 0.012
C -1.330 4.208 1.856 -0.137
C -1.875 5.470 1.249 -0.513
F -1.461 6.609 1.878 0.124
F -1.440 5.564 -0.062 0.104
F -3.234 5.508 1.201 0.125
C 0.053 4.041 1.820 0.001
C 0.563 2.757 2.009 -0.022
O 1.540 -3.650 -1.124 0.036
C 1.514 -4.969 -0.739 -0.243
C 0.536 -5.636 -1.493 -0.250
C 0.187 -6.938 -1.271 -0.013
C 0.899 -7.630 -0.275 -0.100
C 1.842 -6.949 0.509 -0.105
C 2.165 -5.588 0.287 -0.018
O -0.044 -4.736 -2.335 0.059
S -0.916 -0.950 2.438 1.192
H 0.623 -2.047 5.498 0.097
H -1.052 -2.278 4.899 0.084
H 0.255 -3.375 4.392 0.107
H 2.406 -1.161 3.792 0.131
H 2.405 0.612 1.878 0.139
H -2.254 1.147 2.927 0.091
H -3.201 3.400 2.605 0.132
H 0.719 4.883 1.632 0.138
H 1.636 2.604 2.114 0.123
H -0.624 -7.364 -1.858 0.118
H 0.696 -8.704 -0.148 0.100
H 2.341 -7.466 1.325 0.089
H 2.884 -5.014 0.872 0.112
```

Calculated values
- charge = 0
- highest occupied orbital energy (eV) = -5.21
- energy above the lowest of the compared OMol25 structures with the same formula, charge and spin (kcal per mole) = 93.9
- LUMO level (eV) = -2.6
- Kohn-Sham gap (eV) = 2.6

---

# 5
DFT (ωB97M-V/def2-TZVPD) results for a structure of composition C34H28BrCl2FN3O3S2Ti.

Geometry as XYZ:
```
75
Properties=species:S:1:pos:R:3:lowdin_charge:R:1
Ti -0.358 0.424 -0.748 0.822
O -5.011 0.201 -5.249 0.116
C -4.043 0.283 -4.332 -0.295
C -3.833 1.393 -3.518 0.034
C -2.804 1.362 -2.609 -0.129
N -1.976 0.312 -2.442 -0.053
C -2.188 -0.728 -3.252 -0.677
Br -1.005 -2.196 -3.140 0.895
C -3.187 -0.804 -4.196 -0.026
H -5.536 1.010 -5.280 0.130
H -4.455 2.276 -3.592 0.130
H -2.604 2.222 -1.990 0.060
H -3.298 -1.674 -4.825 0.122
O 0.832 -0.990 -0.667 -0.286
C 1.915 -1.506 -0.097 -0.320
C 2.571 -2.592 -0.676 -0.003
C 3.681 -3.132 -0.060 -0.052
C 4.154 -2.604 1.141 -0.066
C 3.492 -1.544 1.724 -0.022
C 2.361 -0.989 1.122 -0.097
C 1.598 0.081 1.736 -0.235
N 0.539 0.730 1.239 0.021
C 0.163 1.654 2.199 -0.125
C 0.982 1.559 3.269 -0.042
N 1.882 0.569 2.960 0.141
H 2.200 -2.977 -1.617 0.125
H 4.199 -3.963 -0.522 0.115
H 5.036 -3.017 1.608 0.110
H 3.874 -1.147 2.657 0.111
H -0.649 2.339 2.053 0.076
H 1.014 2.103 4.194 0.125
H 2.620 0.237 3.555 0.155
Cl -2.763 1.197 0.663 0.821
C -2.711 2.932 0.836 -0.634
C -3.701 3.540 1.587 -0.100
C -3.656 4.912 1.760 -0.069
C -2.626 5.643 1.189 -0.100
C -1.648 5.007 0.443 -0.676
Cl -0.391 5.974 -0.243 0.700
C -1.657 3.618 0.233 -0.674
S -0.436 2.878 -0.796 0.707
H -4.488 2.943 2.027 0.109
H -4.419 5.411 2.341 0.113
H -2.570 6.715 1.317 0.110
F 6.253 -0.503 -1.777 0.061
C 4.973 -0.121 -1.957 -0.284
C 4.220 -0.746 -2.930 -0.004
C 2.894 -0.370 -3.084 -0.041
C 2.328 0.631 -2.298 -0.303
C 0.898 1.008 -2.442 -0.221
C 3.136 1.262 -1.350 -0.036
C 4.457 0.885 -1.165 0.005
H 4.670 -1.517 -3.541 0.125
H 2.284 -0.862 -3.834 0.115
H 0.430 0.479 -3.275 0.049
H 0.803 2.075 -2.638 0.017
H 2.715 2.057 -0.742 0.115
H 5.089 1.363 -0.429 0.124
C -2.827 -3.409 0.502 -0.194
S -1.261 -2.596 0.224 0.963
O -1.714 -1.177 -0.124 -0.701
C -0.668 -2.527 1.899 -0.387
C 0.348 -3.402 2.253 -0.075
C 0.830 -3.381 3.555 -0.058
C 0.306 -2.480 4.470 -0.061
C -0.700 -1.594 4.095 -0.061
C -1.196 -1.615 2.803 -0.072
H -3.415 -2.830 1.211 0.071
H -2.630 -4.410 0.883 0.073
H -3.325 -3.466 -0.464 0.062
H 0.770 -4.077 1.518 0.119
H 1.620 -4.060 3.846 0.115
H 0.682 -2.465 5.485 0.112
H -1.101 -0.891 4.813 0.114
H -1.968 -0.923 2.489 0.093
```

Calculated values
- charge = +1
- highest occupied orbital energy (eV) = -10.33
- energy above the lowest of the compared OMol25 structures with the same formula, charge and spin (kcal per mole) = 11.8
- LUMO level (eV) = -2.8
- Kohn-Sham gap (eV) = 7.5

---

# 6
DFT (ωB97M-V/def2-TZVPD) results for a structure of composition C34H28ClF5NO4PPtS.

Geometry as XYZ:
```
76
Properties=species:S:1:pos:R:3:mulliken_spin:R:1
Pt 0.896 -1.279 -1.123 0.072
Cl 3.883 -0.426 3.398 0.000
C 3.269 0.349 1.973 -0.004
C 3.533 1.682 1.742 0.022
C 2.991 2.246 0.606 -0.002
C 2.226 1.468 -0.244 0.022
N 1.973 0.181 -0.020 0.040
C 2.495 -0.380 1.089 0.023
H 4.130 2.256 2.439 0.003
H 3.138 3.294 0.384 0.000
H 1.796 1.889 -1.143 -0.011
H 2.266 -1.422 1.275 0.008
O -1.322 0.067 -0.745 -0.021
P -1.681 1.529 -0.633 0.176
C -0.947 2.201 0.889 -0.002
C -0.662 1.285 1.903 -0.011
C -0.168 1.723 3.123 0.010
C 0.030 3.084 3.344 0.007
C -0.255 4.000 2.341 -0.002
C -0.740 3.560 1.112 0.019
C -3.391 1.842 -0.560 0.071
C -4.308 0.794 -0.895 0.101
C -5.657 1.029 -0.944 -0.067
C -6.194 2.324 -0.665 0.405
C -5.307 3.351 -0.299 -0.132
C -3.945 3.139 -0.234 0.208
C -1.014 2.509 -2.024 0.015
C -0.018 1.936 -2.823 0.014
C 0.432 2.570 -3.975 -0.019
C -0.120 3.781 -4.370 0.029
C -1.139 4.340 -3.606 -0.013
C -1.585 3.712 -2.452 -0.012
H -0.809 0.227 1.715 0.024
H 0.078 1.002 3.894 -0.001
H 0.420 3.427 4.296 0.002
H -0.089 5.058 2.512 0.000
H -0.927 4.272 0.315 0.007
H -3.911 -0.195 -1.104 0.065
H -6.331 0.214 -1.192 -0.004
H -7.261 2.505 -0.715 0.051
H -5.702 4.332 -0.046 -0.014
H -3.295 3.944 0.098 0.103
H 0.410 0.985 -2.529 0.025
H 1.216 2.110 -4.567 0.001
H 0.222 4.277 -5.271 0.006
H -1.598 5.271 -3.920 -0.003
H -2.404 4.147 -1.892 0.016
C 1.600 -2.070 -4.137 -0.009
O 2.710 -2.248 -3.272 -0.024
C 2.603 -1.923 -1.932 0.047
O 3.618 -2.066 -1.290 0.012
H 1.981 -1.673 -5.080 0.001
H 0.877 -1.379 -3.713 0.007
H 1.105 -3.026 -4.320 0.000
F 4.008 -6.313 5.997 0.000
C 3.225 -5.491 5.273 0.000
C 2.354 -4.618 5.888 0.000
F 2.303 -4.588 7.234 0.000
C 1.543 -3.791 5.137 -0.001
F 0.731 -2.973 5.817 0.000
C 1.516 -3.789 3.731 -0.002
S 0.434 -2.817 2.814 0.008
C 2.446 -4.673 3.158 0.003
F 2.547 -4.752 1.828 0.002
C 3.264 -5.506 3.895 0.000
F 4.109 -6.353 3.280 0.000
C -1.717 -1.848 -3.124 0.023
O -1.106 -3.014 -2.579 0.044
C -0.169 -2.853 -1.611 0.611
C 0.187 -4.192 -1.036 0.032
H -2.725 -1.745 -2.719 -0.011
H -1.770 -1.969 -4.209 0.004
H -1.161 -0.953 -2.868 -0.007
H -0.335 -5.001 -1.559 0.015
H -0.071 -4.218 0.026 0.019
H 1.266 -4.366 -1.084 0.000
```

Calculated values
- charge = -2
- highest occupied orbital energy (alpha / beta) (eV) = 0.77 / -1.96
- LUMO level (alpha / beta) (eV) = 4.0 / 4.0
- Kohn-Sham gap (alpha / beta) (eV) = 3.3 / 6.0
- expectation value of S² = 2.026
- 2S+1 = 3